# 1
{"formula": "C5H12N3O2", "method": "ωB97M-V/def2-TZVPD", "symbols": ["C", "C", "C", "C", "C", "N", "N", "N", "O", "O", "H", "H", "H", "H", "H", "H", "H", "H", "H", "H", "H", "H"], "coordinates": [[0.2147, 1.5317, -0.0080], [-1.0343, 1.4888, -0.9148], [-0.9594, -1.4031, 0.4379], [0.5581, -0.7129, 2.1185], [0.4546, -0.9087, 0.6463], [-0.2423, -0.3018, -2.3088], [0.9806, 0.2858, 0.0077], [1.7052, -0.0675, -1.1867], [2.1742, 0.8941, -1.7598], [-0.6082, 1.1125, -2.2636], [0.9386, 2.2793, -0.4501], [-0.0857, 1.7787, 1.0072], [-1.6540, 0.6179, -0.5824], [-1.4643, 2.4716, -0.9086], [-1.0436, -2.5293, 0.9541], [-1.7973, -0.9838, 1.0097], [-1.0627, -1.4357, -0.6625], [-0.3078, -0.3507, 2.6952], [1.4236, -0.1656, 2.4120], [0.7489, -1.6388, 2.7143], [1.2093, -1.5935, 0.3942], [-0.1481, -0.3689, -3.3520]], "atomic_forces_ev_per_a": [[0.91, -0.43, -1.20], [1.62, -2.68, -0.05], [-0.35, -3.86, -0.22], [0.44, -1.20, 3.17], [-0.68, 2.23, 1.64], [-2.34, 2.33, -1.62], [-1.00, 0.74, 0.87], [0.06, -3.72, 1.68], [1.91, 3.58, -1.99], [-0.30, -1.18, 0.26], [-0.79, -0.53, 0.61], [0.03, 0.28, 0.26], [-0.18, 1.35, -0.10], [-0.72, 0.31, -0.50], [0.51, 2.32, -1.67], [0.46, 0.91, -0.47], [-0.87, -0.38, 0.72], [-0.04, 0.52, -0.71], [0.62, 1.01, -0.04], [-0.22, -0.19, -0.78], [0.57, -1.49, -0.76], [0.36, 0.09, 0.90]], "mulliken_spin": [0.02, 0.05, 0.01, 0.02, -0.03, 0.90, 0.07, 0.58, 0.38, 0.09, 0.01, 0.00, -0.01, -0.01, 0.00, 0.00, -0.02, 0.00, 0.00, 0.00, 0.00, -0.06], "charge": -1, "gap_ha": [0.13906, 0.21806], "lumo_ev": [3.88, 3.81], "spin_multiplicity": 3}

# 2
{"formula": "C6H10N2Si2", "method": "ωB97M-V/def2-TZVPD", "symbols": ["C", "C", "C", "C", "C", "C", "N", "N", "Si", "Si", "H", "H", "H", "H", "H", "H", "H", "H", "H", "H"], "coordinates": [[-3.3714, -0.2923, 0.1358], [-2.5089, -1.3478, 0.1910], [-2.8432, 1.0385, 0.0519], [-1.1672, -1.1597, 0.0242], [-1.4956, 1.2251, 0.0414], [-0.6414, 0.1184, -0.1130], [3.4668, 0.3113, 0.1362], [0.6458, 0.1520, -0.2776], [3.2654, -1.3978, 0.2761], [1.8113, 1.2928, -0.4263], [-4.3835, -0.5047, -0.1007], [-2.9508, -2.3152, 0.1979], [-3.4868, 1.9573, -0.2231], [-0.3682, -1.9550, -0.0871], [-1.0211, 2.2140, -0.0111], [4.2235, 0.6526, 0.7243], [3.2492, -1.9738, 1.5372], [3.0069, -2.2285, -0.8618], [2.1753, 2.3987, 0.5983], [2.3936, 1.8140, -1.8134]], "atomic_forces_ev_per_a": [[0.34, 2.48, -0.49], [0.00, -0.46, -0.41], [-2.22, 0.17, -0.82], [1.12, -1.21, -0.09], [1.14, 0.40, -0.55], [-2.22, -0.65, 1.27], [-0.60, -2.92, -0.25], [4.85, 1.03, -0.62], [-1.34, 4.63, -1.57], [2.99, 0.51, 0.01], [-0.95, 0.14, 0.36], [-0.06, -0.84, 0.13], [0.76, -1.72, 0.99], [-1.45, 0.61, 0.30], [-0.43, -0.22, -0.04], [-0.53, 0.51, 0.06], [0.44, -1.04, 1.61], [-0.10, -0.45, -0.44], [-0.75, -0.44, -0.66], [-0.97, -0.53, 1.20]], "nbo_charge": [-0.29, -0.20, -0.18, -0.25, -0.29, 0.17, -1.45, -1.18, 1.60, 1.48, 0.20, 0.20, 0.21, 0.19, 0.19, 0.41, -0.21, -0.18, -0.22, -0.20], "e_above_lowest_kj_mol": 0.0, "gap_ha": 0.17628, "lumo_ev": -1.88, "spin_multiplicity": 1}

# 3
{"formula": "C26H39BN8PdS4", "method": "ωB97M-V/def2-TZVPD", "symbols": ["Pd", "C", "C", "C", "C", "N", "C", "C", "N", "B", "N", "C", "C", "N", "C", "S", "C", "C", "C", "C", "N", "C", "C", "N", "C", "S", "C", "C", "C", "C", "C", "S", "H", "H", "H", "H", "H", "H", "H", "H", "H", "H", "H", "H", "H", "H", "H", "H", "H", "H", "H", "H", "H", "H", "H", "H", "H", "H", "H", "H", "H", "H", "H", "H", "H", "H", "C", "C", "C", "C", "N", "C", "S", "N", "H", "H", "H", "H", "H"], "coordinates": [[0.8429, 0.7004, 0.2575], [3.8847, 1.9811, 0.6269], [3.9951, 2.2131, 2.1379], [4.9144, 1.1928, 2.8077], [4.5614, 3.6117, 2.3771], [2.6118, 2.1369, 2.7503], [2.0070, 3.1773, 3.3991], [0.7632, 2.7732, 3.7593], [0.5884, 1.4961, 3.3222], [-0.8247, 0.8782, 3.4606], [-1.8617, 1.5226, 2.4762], [-3.1996, 1.3060, 2.7335], [-3.9129, 1.9153, 1.7662], [-3.0182, 2.5217, 0.9064], [-1.7615, 2.2676, 1.3476], [-0.2917, 2.8265, 0.6227], [-3.4321, 3.2494, -0.3640], [-2.8639, 4.6697, -0.3703], [-4.9564, 3.3453, -0.4046], [-2.9397, 2.4345, -1.5563], [-0.8659, -0.6853, 3.3243], [-0.8483, -1.4690, 4.4281], [-0.9651, -2.7720, 4.0305], [-1.1249, -2.7843, 2.6806], [-1.0280, -1.4931, 2.2443], [-1.0765, -0.9559, 0.6330], [-1.2122, -4.1071, 1.9300], [-2.1560, -5.0176, 2.7246], [0.2038, -4.6825, 1.8891], [-1.7532, -3.9437, 0.5159], [1.7278, 1.0914, 2.6950], [2.0379, -0.4740, 2.0460], [4.8034, 2.3182, 0.1442], [3.0655, 2.5709, 0.2093], [3.7609, 0.9301, 0.3855], [5.9214, 1.3195, 2.4083], [4.6029, 0.1688, 2.6218], [4.9553, 1.3637, 3.8861], [5.5661, 3.6403, 1.9598], [4.6474, 3.8414, 3.4407], [3.9719, 4.3872, 1.8810], [2.4897, 4.1198, 3.5788], [-0.0144, 3.3121, 4.2778], [-1.2012, 1.1256, 4.5719], [-3.5366, 0.7576, 3.5992], [-4.9780, 1.9849, 1.6497], [-3.1021, 5.1867, 0.5618], [-3.3272, 5.2209, -1.1887], [-1.7883, 4.6895, -0.5230], [-5.3548, 3.8765, 0.4625], [-5.4354, 2.3672, -0.4886], [-5.2284, 3.9144, -1.2914], [-1.8544, 2.3331, -1.5420], [-3.2171, 2.9416, -2.4817], [-3.3971, 1.4406, -1.5595], [-0.7534, -1.0538, 5.4200], [-0.9718, -3.6703, 4.6225], [-1.6993, -5.3926, 3.6410], [-2.4009, -5.8836, 2.1135], [-3.0886, -4.5062, 2.9723], [0.6117, -4.8083, 2.8937], [0.8714, -4.0330, 1.3184], [0.1796, -5.6603, 1.4075], [-2.7055, -3.4100, 0.4954], [-1.9257, -4.9419, 0.1168], [-1.0415, -3.4533, -0.1498], [3.4374, 4.4586, -3.2809], [3.4184, 2.9846, -3.0205], [4.5559, 2.1872, -3.1366], [4.4370, 0.8432, -2.8270], [3.2753, 0.2981, -2.4604], [2.2577, 1.1410, -2.4197], [0.6853, 0.4308, -2.0282], [2.2551, 2.4405, -2.6477], [4.3642, 4.7686, -3.7592], [3.3338, 4.9997, -2.3374], [2.5914, 4.7374, -3.9078], [5.4990, 2.6056, -3.4627], [5.2873, 0.1722, -2.8740]], "atomic_forces_ev_per_a": [[-0.77, -0.29, -0.08], [0.10, 0.05, 0.10], [0.10, -0.04, -0.01], [-0.03, 0.04, 0.09], [-0.14, 0.04, 0.06], [-0.08, 0.01, -0.09], [0.13, 0.02, 0.00], [-0.14, 0.09, -0.04], [-0.02, -0.25, 0.09], [-0.02, 0.31, -0.15], [0.08, -0.18, 0.08], [0.13, 0.02, 0.01], [0.03, 0.17, -0.11], [-0.11, -0.02, -0.11], [-0.18, -0.11, 0.19], [0.08, -0.11, -0.10], [0.01, 0.09, -0.02], [0.01, -0.01, 0.12], [0.01, -0.10, 0.11], [0.05, -0.09, 0.01], [0.11, -0.11, 0.23], [0.15, 0.31, 0.03], [-0.20, -0.19, -0.22], [0.01, -0.14, 0.26], [-0.02, 0.25, -0.40], [0.44, 0.08, 0.00], [0.03, -0.17, -0.10], [0.00, 0.11, 0.08], [0.02, 0.09, 0.03], [-0.03, 0.16, -0.01], [0.27, 0.22, 0.19], [-0.08, 0.18, -0.22], [-0.01, -0.01, 0.05], [-0.07, 0.05, -0.06], [-0.08, -0.11, -0.04], [-0.03, -0.01, 0.01], [-0.02, -0.01, -0.01], [0.01, -0.01, -0.07], [-0.01, -0.01, -0.01], [0.01, 0.00, -0.04], [0.03, -0.04, 0.04], [-0.01, -0.05, -0.03], [0.08, -0.06, -0.02], [-0.02, -0.10, -0.03], [0.05, 0.05, -0.07], [0.05, 0.01, -0.05], [-0.01, -0.01, -0.04], [0.02, -0.02, 0.02], [0.00, -0.02, 0.02], [0.01, -0.01, -0.06], [0.03, 0.04, 0.03], [0.01, -0.01, 0.00], [-0.03, 0.00, -0.05], [-0.02, -0.02, 0.06], [0.03, 0.07, -0.01], [-0.04, -0.05, -0.10], [0.03, 0.05, -0.03], [-0.03, 0.02, -0.02], [0.04, -0.01, 0.00], [0.03, -0.04, -0.04], [-0.01, -0.02, -0.03], [-0.02, -0.03, 0.01], [-0.01, 0.03, 0.01], [0.05, -0.02, -0.01], [0.01, -0.02, 0.02], [-0.08, -0.05, 0.05], [-0.02, -0.07, 0.01], [0.15, 0.12, -0.06], [-0.02, -0.02, 0.00], [0.04, 0.01, -0.01], [-0.07, -0.01, -0.03], [0.43, 0.09, -0.03], [-0.22, -0.14, 0.56], [-0.17, 0.04, 0.01], [-0.02, -0.01, 0.01], [0.00, -0.02, -0.02], [0.02, -0.01, 0.00], [-0.03, -0.03, 0.04], [-0.01, 0.03, -0.02]], "mulliken_spin": [1.03, 0.05, -0.01, 0.01, 0.00, 0.06, 0.08, 0.05, 0.04, 0.01, 0.01, 0.03, 0.01, 0.02, -0.04, 0.36, -0.01, 0.01, 0.00, -0.01, 0.04, 0.10, 0.12, 0.07, -0.06, 0.80, 0.00, 0.01, 0.00, 0.02, -0.07, 0.28, 0.00, -0.02, -0.01, 0.00, 0.00, 0.00, 0.00, 0.00, 0.00, 0.01, 0.00, 0.00, 0.01, 0.00, 0.00, 0.00, -0.01, 0.00, 0.00, 0.00, 0.00, 0.00, 0.00, 0.00, 0.01, 0.00, 0.00, 0.00, 0.00, 0.00, 0.00, 0.00, 0.00, 0.00, 0.00, -0.02, 0.04, -0.01, 0.04, -0.01, 0.89, 0.05, 0.00, 0.00, 0.00, 0.00, 0.00], "charge": 2, "gap_ha": [0.32120, 0.16575], "lumo_ev": [-4.53, -8.99], "spin_multiplicity": 5}

# 4
{"formula": "C51H44Cl2N2O5RhS3", "method": "ωB97M-V/def2-TZVPD", "symbols": ["Rh", "C", "C", "C", "C", "C", "C", "C", "S", "O", "C", "C", "C", "C", "C", "C", "C", "C", "C", "C", "C", "C", "C", "C", "C", "C", "C", "C", "C", "C", "S", "O", "C", "C", "C", "C", "C", "C", "C", "H", "H", "H", "H", "H", "H", "H", "H", "H", "H", "H", "H", "H", "H", "H", "H", "H", "H", "H", "H", "H", "H", "H", "H", "H", "H", "Cl", "C", "C", "C", "Cl", "C", "O", "C", "C", "O", "C", "H", "H", "H", "C", "C", "C", "O", "H", "H", "H", "H", "H", "H", "H", "N", "C", "S", "N", "C", "C", "C", "C", "C", "C", "H", "H", "H", "H", "H", "H", "H", "H"], "coordinates": [[-1.3701, -0.7776, -1.3560], [-1.3735, -0.4806, 7.3112], [-1.2572, -0.4139, 5.8217], [-0.3099, -1.1766, 5.1470], [-0.2343, -1.1573, 3.7659], [-1.1041, -0.3593, 3.0501], [-2.0485, 0.4160, 3.6973], [-2.1185, 0.3891, 5.0776], [-1.0015, -0.3948, 1.2280], [0.0060, -1.4264, 0.9601], [-0.2294, 1.2447, 1.1291], [-1.1349, 2.3164, 1.0699], [-0.6846, 3.6005, 0.9960], [0.7020, 3.8678, 0.9668], [1.1923, 5.1829, 0.8597], [2.5364, 5.4270, 0.8062], [3.4460, 4.3600, 0.8545], [3.0030, 3.0715, 0.9690], [1.6222, 2.7902, 1.0320], [1.1261, 1.4578, 1.1242], [2.0957, 0.3473, 1.1742], [2.8439, 0.0860, 2.3504], [2.6239, 0.7973, 3.5505], [3.3540, 0.5133, 4.6708], [4.3422, -0.4840, 4.6423], [4.5634, -1.2019, 3.4995], [3.8199, -0.9470, 2.3271], [4.0241, -1.6810, 1.1378], [3.2695, -1.4302, 0.0251], [2.3124, -0.4126, 0.0524], [1.2395, -0.1800, -1.3907], [1.6920, -1.1939, -2.3466], [2.0089, 1.3457, -2.0090], [1.3497, 2.5601, -2.0121], [1.9495, 3.6643, -2.5966], [3.1976, 3.5612, -3.1994], [3.8141, 4.7097, -3.9344], [3.8565, 2.3347, -3.1520], [3.2721, 1.2326, -2.5608], [-0.4655, -0.8746, 7.7601], [-2.1985, -1.1385, 7.5854], [-1.5815, 0.5009, 7.7298], [0.3718, -1.8010, 5.7044], [0.4854, -1.7568, 3.2298], [-2.7195, 1.0434, 3.1320], [-2.8560, 0.9952, 5.5826], [-2.1914, 2.1018, 1.0799], [-1.3780, 4.4273, 0.9544], [0.4771, 5.9905, 0.8182], [2.9048, 6.4379, 0.7202], [4.5047, 4.5610, 0.8033], [3.7063, 2.2531, 1.0070], [1.8677, 1.5691, 3.5705], [3.1769, 1.0591, 5.5853], [4.9190, -0.6850, 5.5334], [5.3137, -1.9786, 3.4755], [4.7801, -2.4514, 1.1211], [3.3852, -1.9994, -0.8840], [0.3767, 2.6529, -1.5613], [1.4286, 4.6109, -2.6014], [3.2615, 5.6264, -3.7506], [3.7944, 4.5014, -5.0052], [4.8548, 4.8544, -3.6465], [4.8359, 2.2384, -3.5959], [3.7701, 0.2758, -2.5409], [-1.2386, 3.9173, -7.3355], [-1.2881, 2.6169, -6.2111], [-1.0814, 1.3045, -6.6668], [-1.0790, 0.2740, -5.7685], [-0.8476, -1.3419, -6.2814], [-1.2088, 0.4753, -4.3419], [-1.0660, -0.5114, -3.5824], [-1.5106, 1.8262, -3.9317], [-1.8272, 2.1363, -2.5829], [-1.6990, 1.4334, -1.5636], [-1.5424, 2.8624, -4.8857], [-0.9362, 1.1091, -7.7181], [-2.2683, 3.1386, -2.4409], [-1.7433, 3.8700, -4.5575], [0.5713, -4.4861, -0.8137], [0.0110, -3.5613, -1.9139], [-0.5145, -4.3129, -3.1511], [-0.9240, -2.7462, -1.3953], [1.4650, -4.9959, -1.1585], [-0.1713, -5.2283, -0.5266], [0.8081, -3.8643, 0.0480], [0.8595, -2.9313, -2.2790], [-1.2824, -5.0227, -2.8508], [0.2946, -4.8380, -3.6514], [-0.9425, -3.5848, -3.8366], [-4.1342, 0.0271, 0.7797], [-4.1591, -1.1378, 0.0754], [-3.7925, -1.0941, -1.5778], [-4.4995, -2.2432, 0.7432], [-4.5843, -3.5758, 0.3011], [-4.9125, -3.9467, -0.9983], [-5.0419, -5.2908, -1.3054], [-4.8540, -6.2620, -0.3382], [-4.5171, -5.8885, 0.9539], [-4.3895, -4.5531, 1.2729], [-4.0312, 0.8652, 0.2261], [-4.6885, 0.1091, 1.6178], [-4.5913, -2.1574, 1.7512], [-5.0862, -3.2007, -1.7551], [-5.3074, -5.5773, -2.3113], [-4.9776, -7.3050, -0.5820], [-4.3584, -6.6312, 1.7185], [-4.1338, -4.2527, 2.2794]], "atomic_forces_ev_per_a": [[1.64, -0.10, -3.60], [-0.06, -0.02, 0.04], [0.11, -0.04, -0.08], [-0.13, 0.14, 0.01], [0.10, -0.17, -0.39], [-0.57, -0.09, -0.29], [-0.12, 0.04, 0.04], [0.01, 0.00, -0.04], [0.78, 0.80, 1.50], [0.37, -0.97, -0.04], [0.01, 0.04, -0.12], [-0.08, 0.39, 0.03], [-0.12, -0.28, 0.11], [0.22, -0.20, 0.08], [0.13, 0.16, -0.03], [-0.26, 0.09, -0.04], [0.07, -0.26, 0.03], [0.13, 0.06, -0.01], [-0.30, 0.28, 0.08], [-0.36, -0.13, 0.10], [0.35, -0.30, -0.29], [0.10, -0.23, -0.15], [0.08, 0.07, 0.22], [-0.23, 0.22, -0.15], [0.13, -0.29, -0.14], [0.07, 0.03, 0.23], [-0.18, 0.24, -0.04], [-0.17, 0.14, -0.14], [0.07, -0.26, -0.21], [-0.55, 0.47, 0.59], [1.15, -0.04, -0.43], [0.27, -0.21, -0.38], [-0.86, 0.24, 0.19], [-0.06, -0.02, 0.00], [0.08, -0.05, -0.08], [-0.06, -0.09, 0.06], [-0.02, 0.00, 0.01], [-0.06, -0.08, 0.12], [0.07, -0.29, 0.01], [0.03, 0.00, 0.06], [-0.03, -0.03, 0.09], [0.01, 0.06, 0.08], [0.09, -0.06, 0.07], [0.10, -0.11, -0.03], [-0.11, 0.13, -0.03], [-0.07, 0.07, 0.08], [-0.16, 0.08, -0.06], [-0.09, 0.08, -0.01], [-0.04, 0.15, -0.01], [0.01, 0.10, 0.00], [0.12, 0.00, -0.01], [0.09, -0.02, -0.02], [-0.06, 0.06, 0.05], [-0.03, 0.07, 0.06], [0.05, -0.04, 0.03], [0.08, -0.07, 0.01], [0.06, -0.10, -0.02], [0.04, -0.12, -0.08], [-0.08, 0.00, 0.10], [-0.05, 0.10, -0.01], [0.02, 0.13, -0.03], [0.02, 0.09, -0.03], [0.01, 0.03, 0.01], [0.11, -0.02, -0.06], [0.12, -0.10, -0.09], [-0.02, 0.25, -0.28], [-0.17, 0.17, 0.80], [-0.06, -0.20, 0.45], [0.13, 0.15, 0.36], [0.07, -0.31, -0.24], [-0.26, 1.58, -0.67], [-0.24, -1.59, 2.44], [0.07, -0.97, 0.04], [-0.12, -0.03, -0.38], [-0.60, -0.64, 0.44], [0.08, 0.04, -0.64], [0.02, -0.03, -0.07], [0.27, 0.00, 0.13], [-0.05, 0.17, 0.03], [-0.42, 0.52, -0.17], [2.40, -0.22, -1.72], [-0.04, 0.30, 0.55], [-3.35, 2.23, 1.97], [0.12, -0.07, -0.10], [-0.09, -0.07, 0.07], [0.10, -0.09, 0.12], [-0.44, -0.65, 0.23], [-0.14, -0.14, -0.05], [0.07, -0.11, -0.03], [-0.04, 0.00, -0.12], [-0.36, -0.44, -0.28], [-0.42, 0.05, 1.26], [1.31, 0.09, -0.91], [0.37, 1.23, 0.02], [-0.11, -1.04, -0.35], [-0.14, 0.14, 0.12], [0.01, -0.01, 0.02], [0.06, -0.02, 0.08], [-0.04, -0.03, -0.04], [0.04, 0.27, -0.07], [-0.02, -0.10, -0.03], [0.09, 0.00, 0.14], [-0.07, 0.12, -0.16], [-0.06, -0.12, -0.01], [-0.02, 0.00, -0.09], [0.02, -0.11, -0.05], [0.00, -0.12, 0.07], [0.05, -0.02, 0.15]], "mulliken_charge": [1.35, -1.59, 1.09, -1.16, -0.32, -0.04, -0.29, -1.13, 1.63, -0.40, 2.23, -1.18, -1.13, 1.08, -0.67, -0.84, -0.89, -0.67, 0.88, -1.84, -0.17, 1.29, -0.92, -0.77, -0.80, -1.00, 0.68, -1.36, -1.03, 0.63, 2.36, -1.00, 0.39, -0.09, -1.26, 0.96, -1.69, -1.05, -0.77, 0.37, 0.30, 0.40, 0.43, 0.56, 0.51, 0.44, 0.02, 0.47, 0.48, 0.44, 0.48, 0.65, 0.54, 0.48, 0.42, 0.49, 0.43, 0.71, 0.05, 0.44, 0.38, 0.34, 0.40, 0.44, 0.61, -0.22, 0.14, -0.63, 0.23, -0.19, -0.11, -0.33, 1.07, -0.44, -0.20, -1.09, 0.49, 0.21, 0.42, -1.31, 1.24, -1.52, -0.74, 0.35, 0.39, 0.13, -0.07, 0.33, 0.34, 0.34, -0.26, 0.67, -0.63, -0.19, 0.98, -0.35, -0.84, -0.50, -0.74, -0.54, 0.19, 0.22, 0.26, 0.50, 0.41, 0.43, 0.41, 0.35], "charge": 1, "gap_ha": [0.18998, 0.19327], "lumo_ev": [-4.82, -4.71], "spin_multiplicity": 1}